Formula: C13H16Br3Cl9O9
Source: OMol25
Level of theory: the ωB97M-V functional and the def2-TZVPD basis

Properties
Spin multiplicity: 1
Energy relative to the best compared isomer or geometry (same formula, charge and spin) in eV: 1.579
HOMO-LUMO gap in eV: 9.976

Last column: Löwdin charge in e.
Geometry (Å):
C  2.6019  -2.5643  -6.4786  -1.54
Br  4.1227  -3.7749  -6.1592  0.54
Br  1.1068  -3.2120  -7.6020  0.54
Br  3.1700  -0.7739  -7.1141  0.51
H  2.2585  -2.3651  -5.4635  -0.04
C  -1.5735  -0.3999  -0.5948  -1.61
Cl  -0.2555  -1.5551  -0.7566  0.52
Cl  -1.8563  0.2271  0.9725  0.58
Cl  -3.0467  -1.0128  -1.3915  0.52
H  -1.1006  0.3558  -1.2220  0.00
C  -4.8838  -3.4825  4.5620  -1.56
Cl  -3.2932  -4.0354  3.8616  0.48
Cl  -4.6983  -2.3640  5.9297  0.52
Cl  -6.0723  -4.7128  4.7272  0.58
H  -5.2460  -2.6752  3.9255  -0.01
C  -0.4647  5.9320  -2.3568  -1.43
Cl  -1.0600  7.5800  -2.3998  0.53
Cl  0.3430  5.3502  -0.7327  0.41
Cl  0.6050  5.7554  -3.7861  0.49
H  -1.3550  5.3214  -2.5073  0.01
C  4.7590  1.9497  4.2825  -0.18
C  3.7523  0.9038  3.7069  -0.11
O  2.9653  0.5751  4.7970  0.10
C  3.6031  0.8741  5.8981  -0.54
O  3.1847  0.5810  6.9960  0.15
O  4.6417  1.7012  5.5855  0.08
H  4.7420  2.9914  3.9621  0.13
H  5.7792  1.7925  3.9323  0.12
H  4.3654  0.1017  3.2959  0.13
H  3.1490  1.2975  2.8890  0.13
C  -8.5508  4.9691  -2.2083  -0.05
C  -9.2979  4.1197  -3.2737  -0.09
O  -8.2354  3.3154  -3.8288  0.05
C  -7.0297  3.7041  -3.3441  -0.66
O  -5.9255  3.3268  -3.7400  0.11
O  -7.2026  4.4745  -2.4105  0.12
H  -8.8916  4.7294  -1.2011  0.13
H  -8.8014  6.0185  -2.3636  0.13
H  -9.8887  4.6029  -4.0519  0.13
H  -9.8349  3.3889  -2.6690  0.12
C  5.8135  -6.0556  0.6486  -0.13
C  5.5686  -4.6549  1.1359  -0.08
O  6.9674  -4.2415  1.3047  0.05
C  7.8193  -5.1404  0.7275  -0.64
O  8.9971  -5.0424  0.5428  0.16
O  7.1490  -6.0868  0.2248  0.10
H  5.1237  -6.2921  -0.1616  0.14
H  5.7690  -6.7619  1.4777  0.14
H  5.0611  -4.6828  2.1002  0.13
H  5.1460  -4.0530  0.3315  0.13

=====

Formula: C17H35BrN9ORu
Source: OMol25
Level of theory: the ωB97M-V functional and the def2-TZVPD basis

Properties
Total charge: +2
Spin multiplicity: 2
<S²>: 0.7571
Energy relative to the best compared isomer or geometry (same formula, charge and spin) in eV: 1.262
HOMO-LUMO gap (alpha / beta) in eV: 8.638 / 7.426

Last column: Mulliken spin population.
Geometry (Å):
Ru  0.4345  0.8901  -0.3235  0.92
C  0.3169  0.4457  4.3591  0.00
N  0.7466  1.7260  3.8000  0.02
C  1.2329  2.7565  4.7248  0.00
C  0.7861  1.8883  2.4797  0.04
N  0.6580  0.8984  1.6264  0.01
N  0.9673  3.1713  2.0237  0.02
C  1.3943  3.4822  0.7546  0.00
N  1.4519  4.7834  0.4694  0.00
N  1.7540  2.5274  -0.0588  0.00
H  0.0128  0.6019  5.3894  0.00
H  1.1208  -0.2940  4.3444  0.00
H  -0.5439  0.0650  3.8096  0.00
H  0.4623  3.4984  4.9450  0.00
H  2.1214  3.2441  4.3275  0.00
H  1.5137  2.2749  5.6563  0.00
H  0.7172  -0.0142  2.0543  0.01
H  0.7444  3.9276  2.6493  0.00
H  1.1421  5.4934  1.1110  0.00
H  1.6337  5.0811  -0.4735  0.00
H  2.0655  2.9375  -0.9295  0.00
O  1.3188  0.9795  -2.5006  0.01
C  2.0069  -0.0915  -3.2116  0.00
C  3.3784  -0.4068  -2.6264  0.00
C  3.2893  -0.5634  -1.1112  0.00
C  2.2755  -1.5949  -0.7186  0.00
C  2.3712  -2.9153  -1.1474  0.00
C  1.4245  -3.8352  -0.7443  0.00
C  0.4135  -3.4276  0.1183  0.00
C  0.3745  -2.1076  0.4961  0.01
N  1.2591  -1.1910  0.0650  -0.03
H  1.8374  1.7801  -2.6323  0.00
H  2.0915  0.1814  -4.2624  0.00
H  1.3348  -0.9450  -3.1316  0.00
H  4.0951  0.3839  -2.8599  0.00
H  3.7433  -1.3133  -3.1131  0.00
H  2.9937  0.3860  -0.6779  0.00
H  4.2599  -0.8139  -0.6775  0.00
H  3.1939  -3.2138  -1.7837  0.00
H  1.4781  -4.8616  -1.0838  0.00
H  -0.3292  -4.1213  0.4872  0.00
H  -0.3911  -1.7476  1.1740  -0.01
C  -3.6748  -2.0424  0.4960  0.00
N  -2.8227  -0.9022  0.1604  0.01
C  -2.6773  0.0960  1.2080  0.00
C  -2.2142  -0.7963  -1.0440  -0.01
N  -1.0239  -0.2508  -1.2120  0.00
N  -2.8533  -1.3458  -2.1118  0.00
C  -4.2985  -1.1918  -2.2975  0.00
C  -2.1188  -1.6104  -3.3392  0.00
H  -3.2816  -2.5283  1.3920  0.00
H  -3.6829  -2.7650  -0.3123  0.00
H  -4.6991  -1.7310  0.7066  0.00
H  -3.3067  0.9668  1.0204  0.00
H  -1.6549  0.4470  1.2950  0.00
H  -2.9776  -0.3555  2.1528  0.00
H  -0.8419  -0.1078  -2.1989  0.01
H  -4.7586  -0.7598  -1.4159  0.00
H  -4.7633  -2.1545  -2.5106  0.00
H  -4.4842  -0.5205  -3.1381  0.00
H  -1.9351  -0.6985  -3.9204  0.00
H  -2.7132  -2.2797  -3.9566  0.00
H  -1.1708  -2.1000  -3.1167  0.00
Br  -1.1983  2.6844  -0.6543  0.01

=====

Formula: C31H34BrClN2O6PS2Y
Source: OMol25
Level of theory: the ωB97M-V functional and the def2-TZVPD basis

Properties
Spin multiplicity: 1
Energy relative to the best compared isomer or geometry (same formula, charge and spin) in eV: 0.407
HOMO-LUMO gap in eV: 7.800

Last column: Löwdin charge in e.
Geometry (Å):
Y  0.4309  -0.3620  -0.0260  1.33
Cl  4.0099  -1.1337  6.8368  0.65
C  3.0501  -0.7708  5.4395  -0.68
C  1.7161  -0.3698  5.6134  -0.10
C  0.9445  -0.0817  4.5254  0.00
C  1.4355  -0.1836  3.1875  -0.34
O  0.6711  0.1003  2.2044  -0.18
C  2.8045  -0.5964  3.0440  -0.13
C  3.3901  -0.7479  1.7557  -0.17
O  2.8292  -0.5887  0.6675  -0.10
C  3.5811  -0.8783  4.1849  -0.07
H  1.3079  -0.3010  6.6119  0.11
H  -0.0842  0.2273  4.6441  0.11
H  4.4588  -1.0330  1.7490  0.14
H  4.6058  -1.1864  4.0484  0.11
O  -6.4220  2.2504  -0.3323  -0.05
C  -5.2800  2.9538  0.0982  -0.21
C  -4.1643  2.0085  0.4465  -0.17
C  -3.0894  2.4115  1.2339  -0.02
C  -2.0265  1.5440  1.4137  -0.19
N  -1.9619  0.3399  0.8487  0.01
C  -3.0265  -0.0764  0.1588  -0.23
C  -4.1515  0.7126  -0.0467  0.05
C  -2.9577  -1.4420  -0.3921  -0.21
C  -4.0344  -2.3012  -0.2025  0.05
C  -3.9533  -3.6024  -0.6664  -0.17
C  -5.0592  -4.5957  -0.4245  -0.22
O  -6.0881  -4.1318  0.4072  -0.05
C  -2.8016  -3.9647  -1.3589  0.01
C  -1.7936  -3.0345  -1.5259  -0.10
N  -1.8380  -1.8036  -1.0198  0.09
H  -7.1053  2.8844  -0.5686  0.10
H  -5.5185  3.5863  0.9652  0.13
H  -4.9071  3.6086  -0.7056  0.14
H  -3.0598  3.4002  1.6667  0.12
H  -1.1745  1.8162  2.0238  0.11
H  -4.9847  0.3541  -0.6281  0.13
H  -4.9180  -1.9523  0.3077  0.12
H  -4.6128  -5.5205  -0.0306  0.13
H  -5.5337  -4.8348  -1.3819  0.14
H  -5.7564  -4.0346  1.3073  0.10
H  -2.6980  -4.9601  -1.7599  0.12
H  -0.9006  -3.2961  -2.0762  0.11
C  3.4624  4.0743  0.1059  -0.04
C  3.3004  2.5609  0.2180  -0.42
C  4.3244  1.8145  -0.6229  -0.06
O  1.9534  2.1488  -0.1006  -0.37
P  1.2827  2.0749  -1.5749  -0.15
S  -0.6714  2.2461  -1.2398  0.35
S  1.7922  0.3699  -2.5181  0.28
O  1.9257  3.4002  -2.1750  -0.32
C  1.8699  4.0137  -3.4590  -0.45
C  2.9684  3.4448  -4.3453  -0.05
C  0.4887  3.9156  -4.0791  -0.07
H  4.2670  4.4086  0.7566  0.08
H  2.5407  4.5671  0.4066  0.09
H  3.6975  4.3580  -0.9164  0.07
H  3.3945  2.2669  1.2711  0.14
H  4.2277  2.1141  -1.6650  0.06
H  4.1589  0.7402  -0.5524  0.05
H  5.3306  2.0421  -0.2747  0.09
H  2.0874  5.0676  -3.2335  0.15
H  2.7997  2.3850  -4.5204  0.06
H  3.9322  3.5657  -3.8571  0.08
H  2.9905  3.9739  -5.2931  0.08
H  0.2588  2.8795  -4.3238  0.08
H  0.4404  4.5249  -4.9785  0.08
H  -0.2571  4.2777  -3.3740  0.06
Br  1.4346  -7.2980  -0.3652  0.68
C  1.2365  -5.3973  -0.2342  -0.69
C  0.6658  -4.8438  0.8939  -0.15
C  0.4822  -3.4685  0.9574  -0.14
C  0.8585  -2.6025  -0.0829  -0.31
C  1.4672  -3.2265  -1.1882  -0.16
C  1.6552  -4.5983  -1.2790  -0.15
H  0.3594  -5.4752  1.7154  0.09
H  0.0266  -3.0745  1.8642  0.09
H  1.7993  -2.6263  -2.0319  0.07
H  2.1177  -5.0368  -2.1522  0.10

=====

Calculated electronic energy, -13045.76158, -3905.29861, -5973.14382 a.u. (same order as the records).
Calculated molecular weight, 875.05, 562.50, 829.99 g/mol (same order as the records).